Record 1
Density functional theory data (ωB97M-V/def2-TZVPD) for a cluster of 2 separate species, CH3Br2N in total at a distorted geometry.

Structure (XYZ):
```
7
Properties=species:S:1:pos:R:3:forces:R:3:mulliken_charge:R:1
C 0.34925 1.12839 -0.42297 -2.2 2.3 -2.1 -0.08
N 1.32628 0.72904 0.15059 4.7 -1.1 2.9 -0.26
Br 1.78182 -1.08512 0.12912 -0.1 -0.2 -0.1 -0.06
H -0.29838 0.47653 -0.94344 -1.1 -0.1 -0.8 0.15
H 0.36066 2.24082 -0.46084 -0.9 -0.7 0.0 0.24
Br -1.77350 -1.51640 0.13173 -0.4 0.4 -1.5 -0.20
H -1.74614 -1.97327 1.41582 0.1 -0.5 1.6 0.21
```
Positions in Å, forces in eV/Å.

Computed properties:
- Kohn-Sham gap: 10.207 eV
- LUMO: 0.64 eV
- ΔE to the lowest compared entry with this formula, charge and spin: 12.8 kcal per mole
- HOMO: -9.6 eV

---

Record 2
Density functional theory data (ωB97M-V/def2-TZVPD) for an isolated molecule of CH3Br2P at a distorted geometry.

Structure (XYZ):
```
7
Properties=species:S:1:pos:R:3:forces:R:3:mulliken_charge:R:1
Br -1.85157 -1.30290 0.91165 1.0 0.7 -0.2 -0.14
C -0.09959 -0.31448 0.67419 -2.7 0.6 -1.7 -0.65
P -0.37074 0.89292 -0.74402 0.2 -1.6 -0.7 0.12
Br 1.70355 1.58748 -1.08535 0.7 0.6 0.4 -0.19
H 0.01981 0.31510 1.48989 0.5 0.4 2.0 0.37
H 0.58601 -1.06294 0.45141 1.4 -1.0 0.1 0.39
H 0.01251 -0.11519 -1.69777 -1.1 0.3 0.1 0.09
```
Positions in Å, forces in eV/Å.

Computed properties:
- Kohn-Sham gap: 9.979 eV
- LUMO: 0.07 eV
- ΔE to the lowest compared entry with this formula, charge and spin: 33.2 kcal per mole
- HOMO: -9.9 eV

---

Q: Among the records above, which one has the lowest LUMO?
A: CH3Br2P